[1]
29
Properties=species:S:1:pos:R:3 method="wB97M-V/def2-TZVPD" homo_energy_ev="-9.54 / -9.29" fmax_ev_per_a=3.64 energy_ha=-3546.67510 molar_mass_g_mol=288.078 relative_energy_kj_mol=467.1 multiplicity=1
C -0.9403 1.8238 0.4358
C -0.1781 3.7828 -0.9313
C 0.8190 -2.5003 1.1870
C -0.5761 -2.2998 -0.9119
C -0.5374 2.3051 -0.9440
C 0.7185 -1.9134 -0.2112
C 2.9024 1.0239 -0.0140
N 2.6145 1.7036 1.0125
O 2.0601 2.7755 1.1761
O 2.0037 -0.3540 -2.3272
O 0.5720 1.5963 -1.5234
O 0.7588 -0.4832 -0.0907
P 1.5168 0.4034 -1.1890
Br 4.1224 -0.3680 0.1085
H -1.2113 0.7738 0.4257
H -0.1268 1.9737 1.1386
H -1.7945 2.4049 0.7745
H 0.1303 4.1019 -1.9224
H 0.6384 3.9585 -0.2342
H -1.0408 4.3661 -0.6206
H 1.7347 -2.1735 1.6731
H -0.0298 -2.1851 1.7875
H 0.8241 -3.5858 1.1273
H -1.4292 -1.9479 -0.3386
H -0.6325 -3.3802 -1.0087
H -0.6001 -1.8543 -1.9022
H -1.3621 2.1291 -1.6479
H 1.5663 -2.2378 -0.8248
H 3.1296 1.9742 -1.7306


[2]
91
Properties=species:S:1:pos:R:3 method="wB97M-V/def2-TZVPD" homo_energy_ev="-4.98 / -4.28" fmax_ev_per_a=0.77 energy_ha=-6608.77822 s2=4.066 molar_mass_g_mol=839.803 relative_energy_kj_mol=41.2 total_charge=-1 multiplicity=4
Cr -0.6065 -0.8199 0.8793
C -2.1535 -2.8112 2.7686
C -1.0272 -1.8163 2.7850
N -1.3716 -0.5075 2.6798
N -0.7381 0.4166 3.4837
C -0.3524 1.4529 2.8437
S -0.3723 1.5142 1.0893
S 0.3570 2.7997 3.7588
C 2.1046 2.4915 3.3286
C 2.7970 3.6234 2.6206
C 2.2947 4.1503 1.4324
C 2.9690 5.1617 0.7727
C 4.1524 5.6743 1.2912
C 4.6525 5.1655 2.4782
C 3.9752 4.1477 3.1363
C 0.2775 -2.1995 3.3596
C 0.4549 -3.0501 4.4388
C 1.7288 -3.3408 4.9119
C 2.8318 -2.7738 4.2829
C 2.6795 -1.9446 3.1836
C 1.3992 -1.6640 2.6961
O 1.2100 -0.9629 1.5995
H -2.5158 -2.9741 3.7902
H -1.8395 -3.7731 2.3626
H -2.9815 -2.4280 2.1765
H 2.1044 1.5880 2.7145
H 2.6368 2.2584 4.2519
H 1.3652 3.7623 1.0371
H 2.5630 5.5597 -0.1484
H 4.6776 6.4654 0.7724
H 5.5675 5.5629 2.8991
H 4.3678 3.7526 4.0652
H -0.4118 -3.4773 4.9271
H 1.8592 -3.9912 5.7646
H 3.8281 -2.9932 4.6476
H 3.5355 -1.5217 2.6741
Se -1.5445 2.6559 -1.3490
C -3.2823 3.3948 -1.4626
C -3.9911 3.7782 -0.3263
C -5.2750 4.2725 -0.4759
N -5.8912 4.4250 -1.6461
C -5.1990 4.0639 -2.7237
C -3.9179 3.5437 -2.6928
H -3.5546 3.6842 0.6578
H -5.8396 4.5645 0.4033
H -5.7037 4.1815 -3.6769
H -3.4347 3.2424 -3.6115
O -3.7525 -2.8669 -3.5599
C -4.2380 -1.7749 -2.9321
C -5.2998 -1.0869 -3.5207
C -5.8321 0.0242 -2.8960
C -5.3215 0.4772 -1.6834
C -4.2589 -0.1948 -1.1106
C -3.7074 -1.3220 -1.7173
C -2.5674 -2.0519 -1.0944
O -2.1229 -3.0881 -1.6264
O -2.1156 -1.5755 -0.0031
H -3.0315 -3.2048 -2.9702
H -5.6889 -1.4500 -4.4608
H -6.6584 0.5493 -3.3592
H -5.7422 1.3490 -1.2032
H -3.8311 0.1415 -0.1748
C 0.9034 -3.6446 -0.1122
N 1.8891 -2.8805 -0.8591
C 3.2173 -3.4524 -0.8320
P 1.5683 -1.4120 -1.5241
O 0.2895 -0.8585 -0.9723
N 1.4646 -1.6673 -3.1726
C 0.6390 -2.8041 -3.5851
C 1.1281 -0.4830 -3.9554
N 2.8224 -0.3578 -1.4229
C 4.0300 -0.4565 -2.2155
C 2.9025 0.6609 -0.3860
H 0.9466 -4.6892 -0.4375
H -0.1062 -3.2914 -0.3172
H 1.1057 -3.6020 0.9625
H 3.1843 -4.4889 -1.1852
H 3.6258 -3.4490 0.1844
H 3.8979 -2.9065 -1.4786
H 0.9186 -3.6960 -3.0317
H 0.8050 -2.9894 -4.6491
H -0.4259 -2.6160 -3.4219
H 1.7127 0.3716 -3.6178
H 0.0662 -0.2342 -3.8637
H 1.3581 -0.6719 -5.0065
H 3.8831 -1.1170 -3.0676
H 4.8739 -0.8176 -1.6164
H 4.2922 0.5367 -2.5926
H 1.9540 0.7728 0.1277
H 3.1749 1.6115 -0.8513
H 3.6614 0.4025 0.3602